A molecular structure, C42H25N12O2RuS, computed with wB97M-V/def2-TZVPD.

As for the total energy: -79355.500 eV. The HOMO-LUMO gap (alpha / beta) comes out at 5.18 / 5.48 eV. As for the expectation value of S²: 8.800.

The geometry in ORCA input format:
```
! wB97M-V def2-TZVPD RIJCOSX def2/J DEFGRID3
* xyz 0 6
Ru -0.045 -0.672 -0.029
C -6.600 -0.016 0.178
C -6.515 -0.250 -1.207
C -5.297 -0.413 -1.834
C -4.152 -0.332 -1.043
C -2.756 -0.476 -1.355
N -2.308 -0.773 -2.591
C -1.124 -1.251 -2.803
C -0.657 -1.673 -4.133
C -1.264 -1.627 -5.368
C -0.524 -2.085 -6.455
C 0.771 -2.570 -6.293
C 1.371 -2.618 -5.038
C 0.629 -2.161 -3.971
C 0.954 -2.041 -2.541
N 2.085 -2.429 -2.043
C 2.357 -2.368 -0.726
N 1.678 -1.688 0.248
C 2.240 -1.985 1.461
N 1.827 -1.574 2.681
C 0.640 -1.103 2.887
N -0.388 -0.933 1.988
C -1.444 -0.324 2.628
N -2.578 0.055 2.138
C -2.891 -0.107 0.832
N -2.026 -0.285 -0.214
C -4.236 -0.101 0.335
C -5.470 0.057 0.965
C -1.096 -0.146 4.052
C -1.802 0.398 5.106
C -1.166 0.439 6.343
C 0.130 -0.051 6.505
C 0.832 -0.599 5.436
C 0.192 -0.634 4.213
C 3.378 -2.834 1.256
C 4.296 -3.401 2.138
C 5.281 -4.204 1.600
C 5.356 -4.445 0.216
C 4.445 -3.890 -0.660
C 3.452 -3.076 -0.121
N -0.135 -1.517 -1.883
H -7.576 0.106 0.631
H -7.427 -0.303 -1.787
H -5.222 -0.596 -2.897
H -2.267 -1.239 -5.484
H -0.959 -2.058 -7.446
H 1.321 -2.909 -7.161
H 2.379 -2.983 -4.898
H -5.528 0.234 2.030
H -2.806 0.776 4.966
H -1.682 0.860 7.195
H 0.596 -0.001 7.480
H 1.838 -0.979 5.547
H 4.233 -3.211 3.201
H 6.015 -4.659 2.252
H 6.146 -5.080 -0.164
H 4.495 -4.067 -1.725
N 0.476 7.139 -4.059
C 0.730 5.835 -3.668
C -0.305 4.898 -3.612
C -0.039 3.585 -3.272
C 1.258 3.196 -2.970
C 2.293 4.117 -3.017
C 2.033 5.426 -3.371
S 1.574 1.514 -2.561
O 2.999 1.322 -2.511
O 0.806 0.721 -3.490
N 0.888 1.254 -1.109
C 1.295 1.972 -0.035
N 2.160 2.991 -0.105
C 2.423 3.618 1.030
C 1.868 3.263 2.251
C 1.020 2.169 2.229
N 0.733 1.528 1.107
H -0.473 7.458 -3.977
H 1.162 7.828 -3.804
H -1.316 5.203 -3.851
H -0.838 2.854 -3.245
H 3.293 3.794 -2.767
H 2.842 6.146 -3.420
H 3.120 4.448 0.960
H 2.094 3.790 3.165
H 0.558 1.798 3.138
*
```